C60H90IO47V | wB97M-V/def2-TZVPD

Structure (XYZ):
```
199
C60H90IO47V wB97M-V/def2-TZVPD
O 1.29150 0.81347 1.10847
V -0.11110 0.53983 0.44212
O 0.09687 0.44809 -1.15075
I -1.49562 3.04717 0.88379
C -1.46588 4.61458 -4.84442
C -1.07841 4.41122 -3.37090
C 0.04289 3.44598 -3.19279
O 0.98554 4.14526 -2.35705
C 0.58212 5.38712 -2.19317
O 1.29153 6.14840 -1.56742
O -0.52552 5.58394 -2.88188
H -1.78019 3.65807 -5.26202
H -0.57792 4.83202 -5.43801
H -2.15821 5.43986 -5.01089
H -1.89613 4.17521 -2.68993
H 0.51636 3.29904 -4.16353
H -0.30558 2.54829 -2.68207
C 3.54657 -0.20917 -1.39355
C 4.20484 0.05008 -2.72678
C 5.03311 -1.12720 -3.35484
O 4.53902 -1.17080 -4.64626
C 3.52918 -0.31337 -4.85845
O 2.93403 -0.10652 -5.94074
O 3.26103 0.34716 -3.69607
H 2.72718 -0.91885 -1.50782
H 2.96967 0.69028 -1.17845
H 4.31125 -0.43648 -0.65080
H 4.83730 0.93373 -2.64160
H 4.77227 -2.05269 -2.84148
H 6.11546 -1.00347 -3.39115
C -6.87126 2.28423 -2.42363
C -6.56885 0.84182 -1.85970
C -5.15308 0.65774 -1.27862
O -5.39094 -0.04679 -0.10610
C -6.64832 0.03357 0.23230
O -7.10297 -0.32820 1.30945
O -7.29513 0.71568 -0.68703
H -6.47769 2.28410 -3.44009
H -6.51032 3.02918 -1.71448
H -7.94101 2.49210 -2.44645
H -6.87054 0.13649 -2.63405
H -4.63241 1.59109 -1.06443
H -4.55915 -0.07069 -1.83065
C -0.30672 0.19172 -4.53141
C -1.20412 -0.74479 -3.68830
C -2.36710 -1.32788 -4.44885
O -2.23252 -2.71353 -4.23732
C -1.25326 -2.98529 -3.30343
O -1.12479 -4.07691 -2.67467
O -0.52904 -1.90415 -3.14111
H 0.31882 -0.34588 -5.24401
H 0.35469 0.63095 -3.78461
H -0.80966 1.03341 -5.00755
H -1.58330 -0.16192 -2.84889
H -2.22982 -1.11584 -5.50917
H -3.32724 -0.87108 -4.20889
C 4.14940 3.85717 -3.73513
C 3.95916 4.27077 -5.21565
C 4.41705 3.20435 -6.12334
O 3.35612 3.05270 -7.05029
C 2.29436 3.76642 -6.69652
O 1.25853 3.82822 -7.29617
O 2.56713 4.37323 -5.55423
H 3.54347 2.97871 -3.51319
H 3.87876 4.64622 -3.03352
H 5.20480 3.68361 -3.52514
H 4.47746 5.19089 -5.48556
H 4.60601 2.28342 -5.57171
H 5.26349 3.60463 -6.68139
C -4.09250 0.40361 3.10089
C -3.28806 0.56326 4.35883
C -2.42445 1.85337 4.46905
O -2.48745 2.16640 5.84638
C -3.46915 1.47375 6.40189
O -3.64899 1.40305 7.63638
O -4.10019 0.71318 5.48001
H -3.54392 0.48583 2.16259
H -4.92545 1.10618 3.12714
H -4.59637 -0.56290 3.09204
H -2.52191 -0.15538 4.64983
H -2.80137 2.66850 3.85131
H -1.37355 1.73793 4.20374
C 2.44437 -6.05456 -0.03992
C 1.35178 -5.04752 -0.56482
C -0.01126 -5.10323 0.11047
O -0.32066 -3.78765 0.29645
C 0.71884 -3.02552 0.18930
O 0.71804 -1.84194 0.48826
O 1.77164 -3.76126 -0.09774
H 3.44566 -5.78723 -0.37765
H 2.21561 -7.11044 -0.18440
H 2.50244 -5.96251 1.04464
H 1.28856 -4.99644 -1.65178
H -0.07111 -5.64678 1.05338
H -0.60191 -5.55976 -0.68376
C 2.21964 -3.89595 -4.11461
C 3.50979 -4.50780 -4.58345
C 4.17922 -5.43046 -3.57014
O 4.58320 -6.57557 -4.26971
C 3.92815 -6.54173 -5.43592
O 3.93156 -7.42141 -6.30418
O 3.23035 -5.39288 -5.61277
H 1.56675 -4.66029 -3.69316
H 1.63717 -3.49998 -4.94648
H 2.37964 -3.11564 -3.37055
H 4.23046 -3.74398 -4.87553
H 3.49214 -5.61554 -2.74445
H 5.01784 -4.91947 -3.09715
C -3.92595 -4.60791 -1.30922
C -4.31929 -3.14800 -0.79420
C -4.41047 -3.06195 0.77044
O -3.48111 -2.06343 1.10817
C -2.80850 -1.67427 0.00277
O -2.00094 -0.75119 -0.04274
O -3.27098 -2.27491 -1.12694
H -4.75104 -5.25261 -1.00641
H -3.08672 -5.03392 -0.75941
H -3.86248 -4.65315 -2.39642
H -5.28678 -2.75474 -1.10632
H -4.20045 -3.99676 1.29017
H -5.42659 -2.81637 1.07911
C -2.28047 -4.68863 3.42545
C -1.54624 -3.56663 4.17710
C -0.03369 -3.63623 4.27225
O 0.35814 -2.41229 3.62772
C -0.68124 -1.68127 3.20449
O -0.65833 -0.62052 2.59059
O -1.79318 -2.41107 3.36891
H -1.93759 -4.85367 2.40404
H -3.33035 -4.39945 3.47275
H -2.26677 -5.59350 4.03301
H -1.95941 -3.40469 5.17267
H 0.45662 -4.53741 3.90405
H 0.33478 -3.58035 5.29656
C 3.69649 6.01008 1.24192
C 3.22314 4.51488 1.30111
C 3.58239 3.54950 0.19923
O 4.28426 2.47650 0.79136
C 4.46041 2.78301 2.07115
O 5.12260 2.16981 2.89522
O 3.91088 3.91054 2.34607
H 4.77791 6.11168 1.15074
H 3.27559 6.54643 2.09236
H 3.30048 6.57561 0.39844
H 2.15186 4.39497 1.46257
H 4.19011 4.07239 -0.53924
H 2.71966 3.17020 -0.34843
C 4.42791 -0.60393 5.17159
C 3.47649 -1.46179 4.40070
C 3.27310 -1.03556 2.89980
O 3.56782 -2.24658 2.26120
C 3.87312 -3.21466 3.13211
O 4.11035 -4.37532 2.86172
O 3.83048 -2.78684 4.40158
H 5.48041 -0.58805 4.88861
H 4.38783 -0.80780 6.24161
H 4.12361 0.43782 5.07036
H 2.51703 -1.32248 4.89884
H 3.85471 -0.21780 2.47423
H 2.21982 -0.81503 2.72636
C 2.37112 3.02831 5.22922
C 3.67229 3.25249 6.02184
C 4.62292 4.33442 5.58942
O 4.90548 5.11344 6.74190
C 4.06303 4.82387 7.70823
O 4.01613 5.46942 8.77906
O 3.26985 3.85426 7.30706
H 1.70686 2.28860 5.67609
H 2.56093 2.61473 4.23877
H 1.75394 3.92129 5.13026
H 4.25157 2.33565 6.13103
H 4.17552 4.97290 4.82766
H 5.53605 3.95718 5.12901
C -1.50900 -2.47773 9.14009
C -1.62289 -1.12456 8.46583
C -0.94724 0.06190 9.12629
O -0.23492 0.62948 8.04916
C -0.34625 -0.07517 6.96598
O -0.02389 0.22905 5.79828
O -1.02300 -1.18670 7.21313
H -1.80145 -2.44083 10.18948
H -0.51224 -2.91881 9.14467
H -2.10146 -3.24462 8.64112
H -2.68002 -0.91608 8.30116
H -0.30962 -0.39270 9.88450
H -1.78464 0.58090 9.59266
C -7.40029 1.13667 -6.07290
C -5.93469 1.41384 -6.47406
C -5.52607 2.85078 -6.49500
O -4.52171 2.95277 -5.48548
C -4.22939 1.80067 -4.95683
O -3.32543 1.59313 -4.17781
O -5.13059 0.87052 -5.45633
H -7.70367 1.82574 -5.28472
H -7.60939 0.11077 -5.76972
H -8.01457 1.43250 -6.92334
H -5.71442 0.90733 -7.41375
H -6.38074 3.49187 -6.27906
H -5.12524 3.10909 -7.47516
```

Its total energy is -7118.4918 hartree.